1.
Here is a cluster of 11 separate species, BF4H20O10 in total from OMol25. Energies are from ωB97M-V/def2-TZVPD.

The calculation puts the maximum force at 0.94 eV/A. The calculation puts the energy above the lowest of the compared OMol25 structures with the same formula, charge and spin at 18.5 kcal/mol. Its total energy is -32356.0002 eV.

Geometry as ORCA input:
```
! wB97M-V def2-TZVPD RIJCOSX def2/J DEFGRID3
* xyz -1 1
B -0.234 -0.420 0.035
F -0.890 0.819 -0.048
F -0.984 -1.385 -0.644
F 1.070 -0.347 -0.526
F -0.092 -0.775 1.388
O -1.454 3.893 1.077
H -2.118 3.452 1.625
H -1.604 3.546 0.191
O -0.953 0.665 3.618
H -0.219 0.461 4.204
H -0.657 0.360 2.738
O 3.390 -0.817 0.890
H 3.420 -1.430 1.631
H 2.444 -0.615 0.770
O 3.757 -2.066 -1.672
H 3.693 -1.417 -0.944
H 4.446 -2.675 -1.397
O -4.152 -1.482 -1.213
H -4.028 -2.303 -1.699
H -3.376 -1.426 -0.638
O 1.031 1.900 -2.824
H 1.253 1.186 -2.209
H 1.855 2.379 -2.947
O -4.187 2.122 0.465
H -4.911 2.731 0.286
H -3.439 2.485 -0.020
O 1.245 3.138 0.134
H 0.316 2.958 -0.017
H 1.625 2.275 0.327
O 0.126 -3.546 1.451
H -0.208 -2.725 1.059
H 0.998 -3.315 1.780
O 0.867 -2.878 -2.483
H 1.731 -2.469 -2.327
H 0.237 -2.276 -2.060
*
```

2.
Here is a cluster of 12 separate species, BF4H22O11 in total from OMol25. Energies are from ωB97M-V/def2-TZVPD.

The calculation puts the maximum force at 3.30 eV/A. The calculation puts the energy above the lowest of the compared OMol25 structures with the same formula, charge and spin at 22.7 kcal/mol. Its total energy is -34435.8267 eV.

Geometry as ORCA input:
```
! wB97M-V def2-TZVPD RIJCOSX def2/J DEFGRID3
* xyz -1 1
B -14.738 18.033 8.515
F -16.019 17.599 8.557
F -14.827 19.425 8.562
F -14.080 17.636 9.652
F -14.048 17.826 7.331
O -14.499 20.230 5.759
H -14.347 21.189 5.746
H -14.753 19.926 6.604
O -11.979 18.424 10.975
H -12.749 18.079 11.394
H -11.291 17.879 11.290
O -13.694 16.606 12.495
H -13.269 15.917 11.898
H -14.509 16.755 12.054
O -12.660 20.413 9.214
H -12.302 19.895 9.913
H -13.470 20.034 8.988
O -11.491 16.465 9.170
H -12.012 17.105 9.720
H -11.250 17.172 8.562
O -11.979 18.478 5.455
H -11.969 17.742 4.884
H -12.888 18.758 5.685
O -15.918 14.573 8.429
H -15.752 15.028 7.576
H -16.083 15.295 9.026
O -13.524 14.801 10.407
H -13.127 14.995 9.585
H -14.303 15.361 10.498
O -12.597 15.702 6.161
H -12.891 15.067 6.824
H -13.034 16.495 6.544
O -16.297 15.873 10.959
H -16.516 16.800 10.785
H -17.025 15.338 10.663
O -16.824 17.959 5.469
H -16.528 18.322 6.284
H -16.427 18.452 4.771
*
```

3.
Here is a structure of composition BF4Rb from OMol25. Energies are from ωB97M-V/def2-TZVPD.

The calculation puts the maximum force at 2.88 eV/A. The calculation puts the energy above the lowest of the compared OMol25 structures with the same formula, charge and spin at 3.3 kcal/mol. Its total energy is -12208.7598 eV.

Geometry as ORCA input:
```
! wB97M-V def2-TZVPD RIJCOSX def2/J DEFGRID3
* xyz 0 1
Rb 0.859 1.894 1.672
B -0.165 -0.401 -0.363
F -0.616 -0.191 0.908
F -0.430 0.722 -1.114
F 1.221 -0.524 -0.208
F -0.868 -1.500 -0.894
*
```

4.
Here is a structure of composition BF4Sn from OMol25. Energies are from ωB97M-V/def2-TZVPD.

The calculation puts the maximum force at 2.41 eV/A. The calculation puts the energy above the lowest of the compared OMol25 structures with the same formula, charge and spin at 159.5 kcal/mol. Its total energy is -17367.2843 eV.

Geometry as ORCA input:
```
! wB97M-V def2-TZVPD RIJCOSX def2/J DEFGRID3
* xyz 1 1
Sn 0.311 22.388 -19.339
B 2.999 28.168 -17.804
F 2.674 27.417 -18.882
F 4.245 28.667 -17.904
F 2.180 29.254 -17.651
F 2.920 27.351 -16.706
*
```

5.
Here is a cluster of 7 separate species, BH16O6 in total from OMol25. Energies are from ωB97M-V/def2-TZVPD.

The calculation puts the maximum force at 3.19 eV/A. The calculation puts the energy above the lowest of the compared OMol25 structures with the same formula, charge and spin at 4.1 kcal/mol. Its total energy is -13221.8579 eV.

Geometry as ORCA input:
```
! wB97M-V def2-TZVPD RIJCOSX def2/J DEFGRID3
* xyz -1 1
B -0.174 -0.518 0.769
H 0.703 -1.045 1.513
H -0.357 0.655 1.190
H 0.142 -0.483 -0.399
H -1.222 -1.228 0.825
O 3.336 -1.419 0.003
H 2.409 -1.217 0.056
H 3.605 -1.761 0.843
O -0.386 -3.449 -1.091
H 0.415 -3.070 -1.433
H -0.621 -2.985 -0.309
O -2.973 -1.146 -1.559
H -2.620 -1.776 -2.192
H -2.298 -0.899 -0.909
O -0.401 3.799 0.471
H -0.501 2.915 0.178
H 0.335 3.644 1.065
O -1.647 2.079 -1.389
H -2.463 2.539 -1.366
H -1.724 1.444 -0.736
O 2.510 1.236 1.378
H 1.789 0.611 1.453
H 2.144 2.075 1.638
*
```

6.
Here is a cluster of 8 separate species, BH18O7 in total from OMol25. Energies are from ωB97M-V/def2-TZVPD.

The calculation puts the maximum force at 1.57 eV/A. The calculation puts the energy above the lowest of the compared OMol25 structures with the same formula, charge and spin at 7.4 kcal/mol. Its total energy is -15302.1746 eV.

Geometry as ORCA input:
```
! wB97M-V def2-TZVPD RIJCOSX def2/J DEFGRID3
* xyz -1 1
B 0.231 -0.195 -0.014
H -0.391 0.080 -0.944
H 0.924 0.712 0.207
H -0.381 -0.355 0.953
H 0.816 -1.170 -0.212
O 1.033 1.156 -2.685
H 0.143 1.274 -3.029
H 0.911 1.075 -1.719
O -2.991 0.304 -0.581
H -2.874 1.177 -0.971
H -2.082 -0.019 -0.446
O -0.929 -2.576 1.902
H -0.809 -1.724 1.429
H -0.047 -2.959 1.929
O 0.692 1.299 2.890
H 0.446 1.061 1.979
H 0.571 0.485 3.388
O 3.113 -0.981 0.938
H 3.109 -0.350 0.214
H 2.177 -1.165 1.087
O -0.576 -2.118 -2.320
H -1.124 -2.592 -1.688
H -0.115 -1.441 -1.778
O -0.749 3.140 -0.523
H -0.354 2.278 -0.326
H -0.743 3.603 0.321
*
```

7.
Here is a cluster of 9 separate species, BH20O8 in total from OMol25. Energies are from ωB97M-V/def2-TZVPD.

The calculation puts the maximum force at 8.77 eV/A. The calculation puts the energy above the lowest of the compared OMol25 structures with the same formula, charge and spin at 77.0 kcal/mol. Its total energy is -17379.2143 eV.

Geometry as ORCA input:
```
! wB97M-V def2-TZVPD RIJCOSX def2/J DEFGRID3
* xyz -1 1
B 0.428 -0.123 0.268
H -0.069 0.653 -0.503
H -0.353 0.060 1.304
H 0.371 -1.277 0.024
H 1.512 0.244 0.491
O -1.411 -0.837 -3.123
H -0.947 -0.030 -3.337
H -1.318 -0.790 -2.230
O -2.710 -1.566 0.755
H -3.363 -1.042 0.238
H -1.931 -1.026 0.426
O -0.250 2.415 0.941
H 0.219 3.158 0.423
H -0.107 1.545 0.729
O 3.248 2.606 1.399
H 4.041 2.055 1.481
H 2.686 2.011 1.068
O -2.966 1.993 -0.857
H -2.183 2.116 -0.429
H -2.579 1.930 -1.933
O 2.855 -2.664 0.258
H 2.115 -1.950 0.329
H 2.338 -3.510 0.608
O 1.733 0.026 -3.005
H 1.956 -0.827 -3.144
H 1.244 -0.350 -2.267
O -1.768 -1.554 3.547
H -1.717 -1.486 2.592
H -1.063 -1.793 3.956
*
```

8.
Here is an isolated molecule of BH3OS from OMol25. Energies are from ωB97M-V/def2-TZVPD.

The calculation puts the maximum force at 3.02 eV/A. The calculation puts the energy above the lowest of the compared OMol25 structures with the same formula, charge and spin at 2.2 kcal/mol. Its total energy is -13609.0192 eV. The SMILES is OBS.

Geometry as ORCA input:
```
! wB97M-V def2-TZVPD RIJCOSX def2/J DEFGRID3
* xyz 0 1
B -0.270 0.037 0.217
O -0.733 -1.201 0.142
S 1.595 0.043 0.143
H -0.706 1.151 0.089
H -1.635 -1.329 -0.268
H 1.749 1.299 -0.322
*
```

9.
Here is a cluster of 2 separate species, BH4NO2 in total from OMol25. Energies are from ωB97M-V/def2-TZVPD.

The calculation puts the maximum force at 4.96 eV/A. The calculation puts the energy above the lowest of the compared OMol25 structures with the same formula, charge and spin at 57.6 kcal/mol. Its total energy is -6327.5248 eV. The SMILES is NB=O.O.

Geometry as ORCA input:
```
! wB97M-V def2-TZVPD RIJCOSX def2/J DEFGRID3
* xyz 0 1
B 1.029 0.863 -0.206
N 1.119 -0.544 -0.199
O 0.881 2.075 -0.105
O -1.558 -0.162 -0.162
H 1.420 -1.266 -0.790
H 0.493 -0.865 0.532
H -2.133 -0.716 0.349
H -1.251 0.615 0.580
*
```

10.
Here is a structure of composition BaH14O7 from OMol25. Energies are from ωB97M-V/def2-TZVPD.

The calculation puts the maximum force at 0.72 eV/A. The calculation puts the energy above the lowest of the compared OMol25 structures with the same formula, charge and spin at 3.3 kcal/mol. Its total energy is -15243.1221 eV.

Geometry as ORCA input:
```
! wB97M-V def2-TZVPD RIJCOSX def2/J DEFGRID3
* xyz 2 1
Ba 0.184 0.204 -0.429
O 1.324 2.666 -1.006
H 1.038 3.443 -1.511
H 2.156 2.940 -0.589
O -2.319 1.227 -0.794
H -2.670 1.305 -1.696
H -3.068 1.424 -0.213
O 0.342 -1.259 1.946
H 1.168 -1.638 2.285
H -0.302 -1.416 2.651
O -2.151 -1.512 0.237
H -2.030 -2.471 0.291
H -2.965 -1.384 -0.270
O 2.848 -0.030 -1.238
H 3.155 0.698 -1.802
H 3.452 -0.766 -1.417
O 0.933 -2.409 -0.884
H 1.005 -3.227 -0.369
H 1.084 -2.687 -1.801
O -0.843 1.592 1.876
H -0.876 2.348 2.480
H -1.464 0.953 2.254
*
```

11.
Here is a structure of composition BaH16O9 from OMol25. Energies are from ωB97M-V/def2-TZVPD.

The calculation puts the maximum force at 1.94 eV/A. The calculation puts the energy above the lowest of the compared OMol25 structures with the same formula, charge and spin at 165.0 kcal/mol. Its total energy is -19374.4421 eV.

Geometry as ORCA input:
```
! wB97M-V def2-TZVPD RIJCOSX def2/J DEFGRID3
* xyz 0 1
Ba -0.017 -0.164 0.212
O -3.295 -2.881 -1.021
H -3.750 -3.085 -1.861
O -3.272 -0.048 2.872
H -3.492 0.190 3.793
O 4.064 -1.291 0.678
H 4.667 -2.011 0.866
H 4.618 -0.607 0.303
O 0.587 -1.600 -3.639
H 0.222 -1.268 -4.459
H 0.437 -2.545 -3.674
O -1.849 3.435 1.372
H -2.455 4.131 1.118
H -2.394 2.800 1.836
O 2.399 2.482 -2.071
H 2.065 2.967 -2.826
H 3.269 2.187 -2.340
O -2.745 1.646 -2.762
H -2.298 2.127 -3.458
H -3.637 1.993 -2.765
O 0.176 -4.017 1.805
H 0.554 -4.756 2.282
H -0.738 -4.263 1.665
O 2.090 1.363 3.735
H 3.033 1.308 3.889
H 1.761 1.907 4.451
*
```

12.
Here is a structure of composition BeH6O7S from OMol25. Energies are from ωB97M-V/def2-TZVPD.

The calculation puts the maximum force at 10.81 eV/A. The calculation puts the energy above the lowest of the compared OMol25 structures with the same formula, charge and spin at 13.9 kcal/mol. Its total energy is -25667.6124 eV.

Geometry as ORCA input:
```
! wB97M-V def2-TZVPD RIJCOSX def2/J DEFGRID3
* xyz 0 1
Be 19.242 -19.644 -2.894
S 18.518 -20.295 -0.156
O 18.111 -21.663 0.043
O 19.608 -20.058 0.770
O 18.929 -20.031 -1.504
O 17.436 -19.412 0.225
O 20.554 -18.583 -2.968
H 21.429 -18.621 -2.605
H 20.630 -17.967 -3.695
O 18.016 -18.741 -3.509
H 17.356 -18.418 -2.878
H 17.684 -18.833 -4.410
O 19.516 -20.945 -3.859
H 19.129 -21.782 -3.605
H 20.057 -21.148 -4.611
*
```